1.
Formula: C23H23BrN2O5
Source: OMol25
Level of theory: the ωB97M-V functional and the def2-TZVPD basis

The geometry in XYZ format:
```
54
C23H23BrN2O5 (the ωB97M-V functional and the def2-TZVPD basis)
C 0.78 1.98 2.86
C 0.91 0.61 2.28
C -0.14 -0.03 1.69
C -1.48 0.53 1.52
O -1.85 1.66 1.76
O -2.31 -0.40 1.01
C -3.61 0.02 0.60
C -3.62 0.22 -0.90
C -4.15 -0.74 -1.75
C -4.12 -0.55 -3.12
C -3.55 0.59 -3.65
C -3.00 1.54 -2.81
C -3.03 1.36 -1.44
C 0.01 -1.42 1.11
C -0.29 -1.44 -0.38
C 0.06 -0.37 -1.20
C -0.20 -0.40 -2.55
C -0.81 -1.52 -3.10
Br -1.15 -1.58 -4.97
C -1.16 -2.59 -2.31
C -0.90 -2.55 -0.95
N 1.35 -1.91 1.33
C 2.38 -1.28 1.92
O 3.47 -1.82 2.05
N 2.14 0.01 2.38
C 3.28 0.65 3.02
C 4.09 1.57 2.08
C 4.51 0.84 0.80
C 3.36 0.77 -0.17
O 2.45 1.55 -0.24
O 3.47 -0.27 -1.00
H 0.99 1.96 3.93
H -0.23 2.35 2.71
H 1.47 2.66 2.37
H -3.87 0.95 1.12
H -4.30 -0.78 0.89
H -4.59 -1.63 -1.33
H -4.55 -1.30 -3.77
H -3.53 0.74 -4.72
H -2.55 2.43 -3.22
H -2.60 2.10 -0.78
H -0.70 -2.10 1.60
H 0.51 0.51 -0.76
H 0.06 0.44 -3.18
H -1.64 -3.46 -2.75
H -1.18 -3.38 -0.33
H 1.56 -2.84 1.00
H 2.96 1.22 3.89
H 3.94 -0.16 3.35
H 3.51 2.44 1.80
H 4.97 1.90 2.62
H 4.86 -0.17 1.01
H 5.31 1.39 0.31
H 2.73 -0.29 -1.63
```

Values from the calculation:
HOMO ... -0.3164 Eh
Total charge ... 0
Kohn-Sham gap ... 9.2 eV
Calculated total energy ... -107486.7721 eV
E_LUMO ... 0.59 eV
Structure (SMILES) ... CC1=C(C(=O)OCc2ccccc2)[C@@H](c2ccc(Br)cc2)NC(=O)N1CCCC(=O)O

2.
Formula: C23H23ClN2O5
Source: OMol25
Level of theory: the ωB97M-V functional and the def2-TZVPD basis

The geometry in XYZ format:
```
54
C23H23ClN2O5 (the ωB97M-V functional and the def2-TZVPD basis)
C -3.22 0.19 4.35
C -2.68 0.87 3.09
C -2.99 0.04 1.83
Cl -4.48 0.63 1.05
C -1.80 -0.08 0.90
C -1.16 -1.32 0.90
C -0.03 -1.46 0.12
C 0.47 -0.41 -0.63
C -0.12 0.84 -0.64
C 0.50 1.99 -1.39
C 0.23 1.95 -2.92
O -0.58 0.87 -3.35
C -1.28 0.98 0.13
N -1.96 2.24 0.20
C -2.42 2.75 -1.08
C -3.26 1.80 -1.88
O -2.13 3.84 -1.47
C -1.51 3.24 1.12
C -0.24 3.01 1.91
O -2.16 4.24 1.28
C 1.68 -0.90 -1.35
O 2.33 -0.31 -2.17
N 1.88 -2.24 -0.97
C 3.16 -2.88 -0.97
C 3.24 -4.26 -0.95
C 4.48 -4.88 -0.94
C 5.64 -4.13 -0.97
C 5.56 -2.75 -0.98
C 4.32 -2.12 -0.98
C 0.84 -2.65 -0.09
O 0.67 -3.75 0.35
H -4.28 -0.02 4.23
H -3.07 0.80 5.23
H -2.71 -0.77 4.48
H -3.07 1.88 2.99
H -1.59 0.93 3.18
H -3.23 -0.97 2.15
H -1.54 -2.14 1.48
H 0.11 2.93 -1.01
H 1.57 1.97 -1.24
H -0.31 2.86 -3.20
H 1.18 1.95 -3.46
H 0.00 0.12 -3.57
H -4.27 2.21 -1.95
H -2.85 1.76 -2.89
H -3.28 0.79 -1.48
H 0.25 2.06 1.74
H -0.51 3.09 2.96
H 0.43 3.84 1.69
H 2.34 -4.86 -0.94
H 4.52 -5.96 -0.93
H 6.60 -4.63 -0.98
H 6.45 -2.14 -0.99
H 4.29 -1.04 -0.99
```

Values from the calculation:
HOMO ... -0.3384 Eh
Total charge ... 0
Kohn-Sham gap ... 8.3 eV
Energy relative to the best compared isomer or geometry (same formula, charge and spin) ... 0.000 eV
Calculated total energy ... -49965.8439 eV
E_LUMO ... -0.95 eV
Structure (SMILES) ... CC[C@@H](Cl)c1cc2c(c(CCO)c1N(C(C)=O)C(C)=O)C(=O)N(c1ccccc1)C2=O

3.
Formula: C23H23Co2O11P
Source: OMol25
Level of theory: the ωB97M-V functional and the def2-TZVPD basis

The geometry in XYZ format:
```
60
C23H23Co2O11P (the ωB97M-V functional and the def2-TZVPD basis)
C -4.00 -0.87 2.27
C -2.57 -0.60 1.88
O -2.58 0.40 0.81
P -1.59 0.54 -0.42
C 0.09 0.89 0.05
C 0.45 0.63 1.44
O -0.09 1.07 2.45
O 1.55 -0.19 1.53
C 2.49 -0.06 2.62
C 3.24 1.23 2.57
O -1.61 -0.62 -1.36
O -2.19 1.92 -0.94
C -1.79 2.73 -2.10
C -2.91 3.73 -2.34
H -4.03 -1.63 3.05
H -4.49 0.04 2.62
H -4.54 -1.25 1.39
H -1.98 -0.20 2.71
H -2.10 -1.52 1.53
H 0.33 1.92 -0.23
H 1.95 -0.19 3.57
H 3.15 -0.91 2.48
H 4.08 1.19 3.27
H 3.62 1.45 1.57
H 2.58 2.05 2.87
H -0.84 3.25 -1.88
H -1.64 2.06 -2.96
H -2.59 4.53 -3.01
H -3.74 3.20 -2.82
H -3.26 4.19 -1.40
O 2.68 1.72 -1.00
C 2.24 0.65 -1.10
Co 1.72 -1.03 -1.22
C 2.86 -1.89 -0.21
O 3.57 -2.62 0.33
C 0.28 -1.58 -0.26
O -0.27 -2.22 0.53
C 2.52 -1.56 -2.81
C 3.93 -1.75 -3.11
C 4.86 -0.71 -2.91
C 6.21 -0.91 -3.22
C 6.65 -2.13 -3.74
C 5.72 -3.17 -3.95
C 4.37 -2.99 -3.63
C 1.37 -2.35 -2.52
C 0.91 -3.55 -2.03
Co 1.00 -0.96 -3.54
C 1.06 0.81 -3.54
O 1.15 1.95 -3.68
C -0.69 -1.49 -3.58
O -1.69 -1.98 -3.87
C 1.47 -1.18 -5.19
O 1.75 -1.34 -6.30
H 4.52 0.25 -2.53
H 6.92 -0.10 -3.06
H 7.71 -2.30 -3.97
H 6.04 -4.12 -4.36
H 3.64 -3.78 -3.80
H -0.17 -3.74 -2.01
H 1.62 -4.36 -1.85
```

Values from the calculation:
HOMO ... 0.0342 Eh
Total charge ... -2
Kohn-Sham gap ... 4.0 eV
Calculated total energy ... -131285.1943 eV
E_LUMO ... 4.91 eV

4.
Formula: C23H23Co2O8Si
Source: OMol25
Level of theory: the ωB97M-V functional and the def2-TZVPD basis

The geometry in XYZ format:
```
57
C23H23Co2O8Si (the ωB97M-V functional and the def2-TZVPD basis)
C 2.99 -1.38 1.68
Si 1.88 -2.76 1.13
C 2.83 -4.27 0.61
C 0.60 -3.17 2.41
O 0.96 -2.17 -0.22
C 1.51 -1.55 -1.27
C 0.77 -0.39 -1.83
C 2.73 -1.96 -1.78
C 3.66 -1.01 -2.22
O 4.91 -1.37 -2.45
C 5.99 -0.43 -2.41
H 3.36 -1.62 2.68
H 3.86 -1.25 1.02
H 2.45 -0.42 1.71
H 3.21 -4.74 1.53
H 2.18 -5.00 0.10
H 3.68 -4.05 -0.03
H 1.12 -3.64 3.25
H 0.09 -2.27 2.78
H -0.15 -3.87 2.02
H 1.30 -0.04 -2.73
H -0.25 -0.71 -2.13
H 3.06 -3.01 -1.72
H 3.38 0.05 -2.30
H 6.60 -0.64 -3.28
H 5.64 0.62 -2.42
H 6.56 -0.63 -1.50
O -2.39 -3.15 0.32
C -2.26 -2.00 0.28
Co -2.11 -0.24 0.35
C -1.11 0.00 1.77
O -0.50 0.20 2.74
C 0.72 0.69 -0.85
O 1.36 0.85 0.17
C -2.59 1.61 0.04
C -2.87 2.70 0.97
C -3.44 2.44 2.23
C -3.71 3.50 3.10
C -3.42 4.82 2.73
C -2.88 5.07 1.46
C -2.61 4.02 0.58
C -1.63 1.17 -0.88
C -0.32 1.58 -1.39
Co -3.32 0.80 -1.40
C -4.12 -0.75 -0.82
O -4.98 -1.54 -0.80
C -2.95 0.45 -3.08
O -2.75 0.22 -4.20
C -4.70 1.87 -1.55
O -5.61 2.59 -1.58
H -3.67 1.41 2.51
H -4.14 3.28 4.08
H -3.62 5.64 3.41
H -2.67 6.09 1.14
H -2.20 4.21 -0.41
H -0.33 1.56 -2.50
H -0.10 2.60 -1.06
```

Values from the calculation:
HOMO ... -0.0529 Eh
Total charge ... -1
Kohn-Sham gap ... 3.2 eV
Energy relative to the best compared isomer or geometry (same formula, charge and spin) ... 3.307 eV
Calculated total energy ... -123732.5189 eV
E_LUMO ... 1.80 eV

5.
Formula: C23H23CrN
Source: OMol25
Level of theory: the ωB97M-V functional and the def2-TZVPD basis

The geometry in XYZ format:
```
48
C23H23CrN (the ωB97M-V functional and the def2-TZVPD basis)
C -1.39 -1.07 -2.10
C 1.30 -0.26 -2.03
C -1.88 0.32 -1.99
H -2.13 -1.85 -1.82
C 0.96 1.13 -1.76
H 2.27 -0.61 -1.63
H -2.98 0.33 -2.18
H 1.77 1.77 -1.38
C -1.29 1.34 -3.00
H -2.02 2.15 -3.08
H -1.30 0.83 -3.97
C -0.60 -1.58 -3.27
H -1.03 -1.39 -4.27
H -0.59 -2.70 -3.26
C 0.84 -0.99 -3.29
H 0.89 -0.30 -4.14
H 1.51 -1.84 -3.48
C 0.10 1.92 -2.73
H 0.62 2.02 -3.69
H 0.01 2.97 -2.41
Cr -0.17 -0.18 -0.63
H -1.86 0.58 -0.90
C -0.69 -4.39 0.36
C -0.96 -4.26 1.73
C -0.69 -3.05 2.39
C -0.34 -1.88 1.65
C -0.10 -2.03 0.28
C -0.18 -3.27 -0.34
C -0.12 -0.56 2.27
C -0.16 -0.38 3.67
C 0.23 0.82 4.24
C 0.70 1.85 3.40
C 1.14 3.06 4.00
C 1.52 4.12 3.19
C 1.51 3.95 1.79
C 1.15 2.74 1.19
C 0.71 1.65 1.97
N 0.26 0.45 1.42
H -0.88 -5.33 -0.17
H -1.35 -5.12 2.29
H -0.72 -3.00 3.48
H 0.13 -3.36 -1.39
H -0.40 -1.20 4.33
H 0.24 0.97 5.31
H 1.18 3.17 5.09
H 1.83 5.08 3.63
H 1.78 4.77 1.14
H 1.19 2.60 0.11
```

Values from the calculation:
HOMO (spin up / spin down) ... -0.2554 / -0.2648 Eh
Total charge ... 0
Kohn-Sham gap (spin up / spin down) ... 6.6 / 6.8 eV
Energy relative to the best compared isomer or geometry (same formula, charge and spin) ... 0.000 eV
Expectation value of S² ... 6.127
Calculated total energy ... -54131.7562 eV
Multiplicity ... 5
E_LUMO (spin up / spin down) ... -0.33 / -0.43 eV

6.
Formula: C23H23FI2IrN4O3
Source: OMol25
Level of theory: the ωB97M-V functional and the def2-TZVPD basis

The geometry in XYZ format:
```
57
C23H23FI2IrN4O3 (the ωB97M-V functional and the def2-TZVPD basis)
Ir -0.08 3.22 2.69
F -3.89 -1.41 -0.36
C -2.58 -1.21 -0.56
C -1.97 -0.17 0.07
C -0.59 0.02 -0.07
C 0.08 1.09 0.62
O -0.66 1.89 1.30
C 1.47 1.20 0.50
C 2.11 0.31 -0.34
N 1.51 -0.66 -1.02
C 2.29 -1.50 -1.92
C 2.07 -1.37 -3.40
C 3.34 -0.87 -2.77
C 0.14 -0.86 -0.89
C -0.51 -1.91 -1.55
C -1.87 -2.11 -1.39
N -2.51 -3.18 -2.05
C -1.92 -4.50 -2.01
C -1.95 -5.09 -3.43
N -3.09 -4.44 -4.17
C -4.28 -4.29 -3.27
C -3.96 -3.23 -2.21
C 2.36 2.23 1.15
O 3.53 2.27 0.83
O 1.85 3.04 2.04
H -2.55 0.49 0.71
H 3.18 0.41 -0.47
H 2.49 -2.48 -1.50
H 1.36 -0.63 -3.72
H 2.11 -2.28 -3.99
H 3.47 0.21 -2.72
H 4.25 -1.42 -2.92
H 0.06 -2.55 -2.20
H -2.47 -5.15 -1.33
H -0.90 -4.47 -1.65
H -2.13 -6.16 -3.43
H -1.04 -4.88 -4.01
H -3.32 -4.97 -5.01
H -2.79 -3.51 -4.47
H -4.47 -5.28 -2.86
H -5.14 -4.00 -3.89
H -4.49 -3.51 -1.29
H -4.32 -2.26 -2.52
N 0.57 4.20 3.97
C 1.51 4.82 4.67
C 2.54 5.50 3.97
C 3.49 6.17 4.71
C 3.42 6.16 6.10
C 2.41 5.49 6.79
C 1.43 4.82 6.09
H 2.56 5.46 2.89
H 4.29 6.69 4.21
H 4.17 6.70 6.67
H 2.39 5.50 7.87
H 0.62 4.30 6.57
I -2.53 3.07 3.58
I -1.05 5.09 1.36
```

Values from the calculation:
HOMO (spin up / spin down) ... -0.4712 / -0.4715 Eh
Total charge ... +2
Kohn-Sham gap (spin up / spin down) ... 5.5 / 5.8 eV
Energy relative to the best compared isomer or geometry (same formula, charge and spin) ... 0.338 eV
Expectation value of S² ... 0.785
Calculated total energy ... -58069.1462 eV
Multiplicity ... 2
E_LUMO (spin up / spin down) ... -7.31 / -7.04 eV

7.
Formula: C23H23HgP2
Source: OMol25
Level of theory: the ωB97M-V functional and the def2-TZVPD basis

The geometry in XYZ format:
```
49
C23H23HgP2 (the ωB97M-V functional and the def2-TZVPD basis)
C 3.24 0.70 -2.48
C 4.09 -0.46 -2.73
C 4.49 -0.98 -1.42
C 3.83 -0.15 -0.44
C 3.11 0.88 -1.13
Hg 2.44 -1.59 -1.61
P 0.39 -1.69 -3.00
H 2.71 1.35 -3.18
H 4.52 -0.76 -3.69
H 5.24 -1.73 -1.21
H 2.57 1.72 -0.69
H 4.05 -0.11 0.62
H -0.51 -2.72 -2.51
H 0.70 -1.99 -4.37
H -0.34 -0.44 -3.06
C -4.54 -1.70 -0.53
C -4.15 -0.50 -1.16
C -2.83 -0.07 -1.02
C -1.91 -0.78 -0.21
C -2.31 -2.00 0.36
C -3.63 -2.45 0.23
P -0.16 -0.18 -0.09
C -0.51 1.60 0.05
C 0.17 2.53 -0.77
C -0.14 3.89 -0.72
C -1.18 4.33 0.12
C -1.87 3.43 0.94
C -1.55 2.07 0.88
C 0.25 -0.65 1.64
C 0.22 0.26 2.72
C 0.53 -0.16 4.02
C 0.95 -1.48 4.23
C 1.05 -2.39 3.16
C 0.71 -1.97 1.88
H -5.56 -2.06 -0.66
H -4.86 0.08 -1.76
H -2.53 0.87 -1.49
H -1.61 -2.58 0.97
H -3.94 -3.39 0.71
H 0.91 2.21 -1.50
H 0.43 4.59 -1.35
H -1.45 5.38 0.11
H -2.67 3.77 1.61
H -2.11 1.37 1.51
H -0.09 1.29 2.56
H 0.43 0.55 4.86
H 1.24 -1.80 5.23
H 1.39 -3.43 3.34
H 0.78 -2.68 1.05
```

Values from the calculation:
HOMO ... -0.0177 Eh
Total charge ... -1
Kohn-Sham gap ... 3.2 eV
Energy relative to the best compared isomer or geometry (same formula, charge and spin) ... 0.000 eV
Calculated total energy ... -46971.5655 eV
E_LUMO ... 2.76 eV

8.
Formula: C23H23N4O4SW
Source: OMol25
Level of theory: the ωB97M-V functional and the def2-TZVPD basis

The geometry in XYZ format:
```
56
C23H23N4O4SW (the ωB97M-V functional and the def2-TZVPD basis)
W 0.42 -0.15 -0.09
N 1.50 3.78 -0.74
C 1.12 2.49 -0.91
O 0.48 1.91 -0.01
C 1.52 1.76 -2.15
C 0.74 0.43 -2.22
H 1.19 4.29 0.08
H 1.98 4.32 -1.46
H 2.62 1.65 -1.83
H 1.55 2.39 -3.04
H 1.17 -0.26 -2.96
H -0.22 0.66 -2.65
S -4.19 -0.37 -0.77
C -3.93 1.20 -0.08
C -4.95 1.97 0.50
C -4.49 3.08 1.23
C -3.13 3.30 1.46
C -2.17 2.44 0.98
C -2.56 1.40 0.20
N -1.78 0.32 -0.23
C -2.50 -0.69 -0.69
C -1.91 -1.93 -1.00
C -2.66 -2.98 -1.54
C -2.07 -4.20 -1.74
C -0.71 -4.30 -1.40
C 0.01 -3.23 -1.00
C -0.56 -2.06 -0.67
H -6.00 1.78 0.32
H -5.23 3.69 1.74
H -2.82 4.17 2.05
H -1.17 2.63 1.25
H -3.70 -2.76 -1.93
H -2.73 -4.97 -2.14
H -0.27 -5.26 -1.56
H 1.07 -3.42 -0.96
N -1.25 -2.05 3.15
C -0.12 -1.45 3.84
C 0.45 -0.21 3.13
O 1.39 0.40 3.57
O -0.05 0.08 1.94
H -1.13 -3.04 3.33
H -1.16 -1.98 2.12
H 0.65 -2.20 3.95
H -0.37 -1.19 4.87
O 1.79 -1.43 0.67
N 2.62 -0.54 -0.08
C 3.31 -1.26 -1.12
C 4.36 -0.58 -1.71
C 4.91 0.54 -1.13
C 4.42 1.00 0.16
C 3.38 0.42 0.72
H 2.78 -2.14 -1.45
H 4.85 -0.92 -2.66
H 5.67 1.13 -1.63
H 5.03 1.78 0.57
H 2.91 0.59 1.70
```

Values from the calculation:
HOMO (spin up / spin down) ... -0.2391 / -0.3061 Eh
Total charge ... 0
Kohn-Sham gap (spin up / spin down) ... 6.6 / 7.8 eV
Energy relative to the best compared isomer or geometry (same formula, charge and spin) ... 1.750 eV
Expectation value of S² ... 3.796
Calculated total energy ... -51033.1770 eV
Multiplicity ... 4
E_LUMO (spin up / spin down) ... 0.06 / -0.57 eV

9.
Formula: C23H23N5O5S
Source: OMol25
Level of theory: the ωB97M-V functional and the def2-TZVPD basis

The geometry in XYZ format:
```
57
C23H23N5O5S (the ωB97M-V functional and the def2-TZVPD basis)
C -2.27 3.41 -0.40
C -1.59 2.59 0.68
O -2.46 1.55 1.14
C -2.17 0.29 0.84
O -1.15 -0.05 0.27
C -3.27 -0.65 1.27
C -3.51 -0.62 2.79
C -2.59 -1.57 3.56
C -1.10 -1.31 3.31
C -0.56 -2.16 2.18
O -1.12 -3.16 1.78
C 0.70 -1.73 1.60
N 1.46 -0.63 2.00
C 2.53 -0.45 1.16
O 3.37 0.41 1.20
N 2.45 -1.51 0.27
C 1.33 -2.26 0.50
C 0.96 -3.42 -0.33
S -0.66 -3.20 -1.16
C -0.44 -1.62 -1.85
N 0.74 -1.10 -1.89
C 0.88 0.20 -2.24
C 2.25 0.69 -2.16
C 2.55 1.95 -1.63
C 3.87 2.36 -1.52
C 4.90 1.53 -1.93
C 4.61 0.28 -2.46
C 3.30 -0.14 -2.56
C -0.21 0.97 -2.59
C -0.10 2.33 -2.94
N -0.03 3.43 -3.25
C -1.54 0.39 -2.60
O -2.59 0.96 -2.82
N -1.55 -0.97 -2.29
H -2.55 2.78 -1.24
H -3.17 3.88 0.00
H -1.60 4.19 -0.75
H -1.36 3.21 1.56
H -0.66 2.14 0.30
H -3.02 -1.66 0.94
H -4.18 -0.32 0.76
H -3.39 0.40 3.15
H -4.54 -0.92 2.98
H -2.80 -2.60 3.28
H -2.81 -1.46 4.63
H -0.92 -0.25 3.11
H -0.52 -1.58 4.20
H 1.23 0.00 2.74
H 3.03 -1.56 -0.56
H 1.71 -3.60 -1.11
H 0.80 -4.31 0.27
H 1.76 2.59 -1.29
H 4.09 3.32 -1.10
H 5.92 1.85 -1.84
H 5.41 -0.37 -2.78
H 3.06 -1.11 -2.98
H -2.46 -1.41 -2.21
```

Values from the calculation:
HOMO ... -0.2999 Eh
Total charge ... 0
Kohn-Sham gap ... 7.8 eV
Energy relative to the best compared isomer or geometry (same formula, charge and spin) ... 0.000 eV
Calculated total energy ... -52749.6560 eV
E_LUMO ... -0.40 eV
Structure (SMILES) ... CCOC(=O)CCCCC(=O)c1[nH]c(=O)[nH]c1CSc1nc(-c2ccccc2)c(C#N)c(=O)[nH]1